{"formula": "C29H66BrO13P3", "method": "ωB97M-V with the def2-TZVPD basis set", "species": ["Br", "P", "P", "P", "O", "O", "O", "O", "O", "O", "O", "O", "O", "O", "O", "O", "O", "C", "C", "C", "C", "C", "C", "C", "C", "C", "C", "C", "C", "C", "C", "C", "C", "C", "C", "C", "C", "C", "C", "C", "C", "C", "C", "C", "C", "C", "H", "H", "H", "H", "H", "H", "H", "H", "H", "H", "H", "H", "H", "H", "H", "H", "H", "H", "H", "H", "H", "H", "H", "H", "H", "H", "H", "H", "H", "H", "H", "H", "H", "H", "H", "H", "H", "H", "H", "H", "H", "H", "H", "H", "H", "H", "H", "H", "H", "H", "H", "H", "H", "H", "H", "H", "H", "H", "H", "H", "H", "H", "H", "H", "H", "H"], "positions_angstrom": [[5.766297, -1.321221, 1.508155], [-5.528071, -2.229059, 2.509396], [-2.119921, 5.852006, 2.760923], [6.966692, -3.543021, -3.518471], [8.341345, -3.582963, -2.659437], [7.182858, -4.135417, -4.836054], [-7.019165, -2.730312, 2.920242], [-1.871755, 5.799052, 4.351908], [4.588599, -1.411921, -1.359122], [-1.142887, 4.960866, 2.126511], [-3.703810, 5.869748, 2.821399], [-5.522574, -0.863360, 3.120251], [3.487660, -3.635420, -2.496439], [-5.256425, -3.696002, 1.805003], [-5.772383, -1.686122, 0.959556], [-1.777832, 7.394543, 2.546619], [6.534651, -2.005592, -3.593923], [5.043883, -2.888739, 0.576404], [5.803547, -4.541376, -2.545454], [4.667105, -3.855691, -1.765852], [-1.765322, 7.943900, 1.221247], [-4.123100, 3.498315, 3.329934], [-8.586601, -0.994597, 3.603259], [1.533122, -1.573409, -4.230049], [-3.609955, -2.063895, -0.144988], [5.162432, -2.621056, -0.929668], [-4.438122, 4.681056, 2.439820], [1.274986, 2.566746, -4.103252], [-3.148715, 8.050207, 0.607907], [1.297073, -0.904105, -5.580841], [-7.720376, -2.163761, 4.030259], [-5.046474, -5.143655, 3.785917], [3.620528, -3.024446, -3.776192], [1.472805, 1.898730, -2.741286], [0.773012, 1.928457, -0.320456], [-4.455149, -4.701240, 2.462252], [-0.893454, 4.929112, 4.919799], [-4.701965, -1.082001, 0.248487], [1.668836, 1.614774, -5.241030], [5.911254, -4.076152, 0.994505], [2.221736, -2.944578, -4.404346], [0.453681, 5.612886, 5.052001], [3.304824, -1.100583, -0.824594], [0.642133, 0.476453, -5.466047], [0.985915, 2.768704, -1.574188], [5.921261, -4.353174, 2.511108], [2.644797, 1.175403, -5.015845], [-9.465513, -1.347285, 3.062108], [2.711010, -1.996913, -0.645677], [-3.440112, -4.320916, 2.603488], [5.531085, -4.985058, 0.522080], [-1.268684, 4.648584, 5.905232], [-8.042194, -0.326235, 2.937687], [-3.100618, 8.592266, -0.336807], [-5.492415, 4.940965, 2.503115], [1.237655, 4.882318, 5.255591], [0.075046, 3.299595, -1.858432], [-6.076735, -5.471596, 3.655436], [6.368736, -5.161632, -1.850317], [-4.035167, -2.924577, -0.660373], [1.754175, 3.522246, -1.382175], [6.941188, -4.410475, 2.883675], [2.120116, -0.927423, -3.578131], [-0.809541, 4.011920, 4.336215], [-4.220816, 4.444506, 1.395553], [4.367598, -4.583148, -1.008891], [0.219976, 2.832280, -4.206945], [6.727113, -1.474442, -2.812726], [-1.321566, 8.933716, 1.312941], [-7.025672, -1.869001, 4.816729], [2.530195, 1.658829, -2.603003], [1.751453, 2.183782, -6.168018], [0.438560, 6.336660, 5.868062], [-4.395563, -5.539059, 1.769662], [5.341891, -5.210991, -3.271766], [0.686974, -1.543078, -6.223394], [2.360730, -3.112993, -5.474600], [4.003661, -2.006845, -3.695607], [-3.829638, 8.568253, 1.282970], [5.354756, -3.617245, 3.075903], [-5.052945, -4.326049, 4.513253], [-0.104538, 0.489517, -4.668304], [4.261642, -3.596482, -4.453681], [-5.143376, -0.643055, -0.646343], [1.727000, 1.493204, -0.012591], [-3.075161, -2.438753, 0.732156], [0.070862, 1.110235, -0.489963], [-8.344600, -2.960853, 4.437075], [-1.109060, 7.342865, 0.586217], [-4.755753, 2.649196, 3.070078], [2.781807, -0.520877, -1.581846], [0.876255, 0.981035, -2.732185], [-3.572868, 7.064606, 0.408596], [-8.922856, -0.428202, 4.472558], [-4.461296, -5.960788, 4.208293], [8.641037, -2.700554, -2.418788], [0.707622, 6.155355, 4.141649], [-3.080654, 3.189224, 3.225526], [4.017243, -3.078695, 0.885633], [-2.882061, -1.580083, -0.797596], [5.463841, -5.322218, 2.713725], [1.900217, 3.460263, -4.167411], [6.924143, -3.952606, 0.606074], [1.634227, -3.769409, -4.002342], [0.551633, -1.757413, -3.784537], [-4.279737, -0.265775, 0.845418], [0.410256, 2.533772, 0.511191], [0.127112, 0.690085, -6.404239], [-4.284426, 3.752310, 4.377711], [2.263850, -0.788597, -6.083189], [6.242053, -2.496038, -1.067381], [3.403871, -0.500312, 0.080330]], "forces_ev_per_angstrom": [[-0.242, 0.092, 0.019], [-6.738, 1.782, -5.039], [1.829, 1.639, 3.453], [0.818, -0.958, -0.577], [-0.576, 0.551, 0.347], [-0.378, 0.148, -0.169], [0.569, -0.605, 0.736], [-0.272, -0.198, -0.104], [0.000, -0.037, 0.070], [-1.297, -0.620, -1.345], [-0.016, -0.805, -1.482], [3.285, -1.042, 2.235], [0.344, 0.150, -0.073], [2.978, -0.214, 2.171], [0.206, -0.145, -0.064], [-0.457, -0.115, -0.502], [0.303, -0.125, 0.165], [0.620, -0.435, -0.203], [-0.561, 0.422, -0.101], [0.152, -0.176, 0.738], [0.033, 0.092, -0.312], [0.155, 0.028, 0.174], [-0.115, -0.024, -0.172], [-0.478, -0.849, -0.401], [-0.022, -0.085, 0.086], [-0.054, 0.113, 0.086], [-0.106, -0.305, -0.074], [0.502, -0.607, -0.007], [-0.088, -0.133, 0.115], [0.013, 0.399, 0.135], [-0.209, 0.281, 0.100], [-0.095, 0.085, 0.023], [-0.791, 0.309, -0.477], [-0.653, 0.583, -0.065], [0.181, 0.285, 0.172], [-0.091, -0.192, 0.183], [0.256, -0.106, 0.126], [0.036, 0.102, 0.069], [-0.519, -0.020, 0.194], [-0.149, -0.314, 0.215], [0.682, 0.290, 0.033], [-0.005, 0.178, 0.078], [-0.048, -0.007, -0.308], [0.475, 0.217, -0.321], [0.386, -0.344, -0.132], [-0.047, -0.370, -0.213], [0.083, 0.110, -0.050], [0.001, -0.006, 0.006], [0.007, -0.012, 0.065], [0.018, -0.027, -0.067], [-0.067, 0.111, -0.185], [-0.081, 0.060, -0.020], [0.116, 0.022, 0.115], [0.043, 0.020, 0.012], [0.044, 0.176, 0.072], [-0.012, -0.007, 0.009], [-0.060, -0.049, 0.033], [0.012, -0.034, -0.020], [0.202, 0.095, -0.048], [-0.004, 0.025, -0.047], [-0.147, 0.153, 0.085], [-0.029, 0.196, 0.155], [-0.079, 0.045, 0.066], [-0.005, 0.089, -0.148], [0.044, 0.051, 0.006], [-0.232, -0.134, -0.204], [0.047, 0.250, -0.068], [-0.347, 0.146, 0.043], [0.024, -0.025, 0.127], [0.087, 0.078, -0.109], [-0.027, -0.209, 0.009], [0.224, -0.032, -0.016], [-0.003, 0.006, -0.010], [-0.089, 0.067, -0.091], [0.088, -0.088, -0.002], [0.015, -0.170, 0.129], [-0.155, -0.151, -0.014], [0.294, -0.103, 0.113], [0.021, 0.056, -0.017], [0.162, 0.133, 0.026], [0.038, -0.012, 0.000], [-0.058, -0.127, -0.024], [0.204, -0.153, 0.300], [-0.052, -0.014, 0.016], [-0.034, -0.086, 0.034], [0.042, 0.034, -0.020], [-0.050, 0.025, -0.052], [0.051, -0.078, -0.086], [0.023, -0.027, 0.063], [-0.014, 0.011, -0.017], [0.027, 0.092, 0.039], [0.234, -0.179, 0.016], [0.017, 0.014, -0.040], [-0.004, -0.018, 0.009], [0.017, 0.003, -0.013], [0.323, -0.055, 0.026], [0.000, -0.142, -0.090], [-0.030, -0.004, -0.085], [-0.048, 0.383, 0.139], [-0.006, 0.030, 0.005], [-0.005, -0.008, 0.013], [-0.207, 0.173, 0.064], [0.019, 0.194, 0.062], [-0.093, 0.014, -0.062], [0.045, 0.327, 0.272], [-0.015, 0.031, -0.031], [-0.060, -0.023, 0.007], [-0.203, -0.024, 0.089], [-0.092, 0.006, -0.008], [-0.039, -0.033, -0.115], [-0.002, -0.030, -0.129], [-0.039, -0.075, 0.076]], "total_energy_ha": -5720.913427, "total_charge": 0, "max_force_ev_per_a": 8.60, "homo_lumo_gap_ev": 8.66, "lumo_ev": -1.0, "smiles": "CCCCCCCCCCO[C@@H](CP(=O)(O)O)[C@@H](OC)[C@H](Br)CC.CCOP(=O)(OCC)OCC.CCOP(=O)(OCC)OCC", "homo_energy_ev": -9.68}